1.
# C5H11NO

The molecule C5H11NO at a distorted geometry (ωB97M-V/def2-TZVPD, the OMol25 dataset).

CARTESIAN COORDINATES (ANGSTROEM)
C  -0.865  0.621  -1.896
C  -0.384  -0.230  -0.701
N  0.434  -1.411  -1.111
C  0.471  0.595  0.260
C  1.021  0.085  1.654
C  -0.254  -0.224  2.476
O  -1.312  0.338  2.393
H  -0.050  1.209  -2.341
H  -1.654  1.300  -1.570
H  -1.455  0.059  -2.616
H  -1.194  -0.671  -0.129
H  1.308  -1.150  -1.549
H  -0.049  -1.911  -1.853
H  1.369  0.945  -0.270
H  -0.158  1.455  0.463
H  1.516  -0.897  1.366
H  1.427  0.940  2.208
H  -0.172  -1.052  3.217

**Structure (SMILES)**: C[C@@H](N)CCC=O
**Charge**: 0
**Highest occupied orbital energy**: -9.5 eV

***

2.
# C2H11NO2

A cluster of 4 separate species, C2H11NO2 in total at a distorted geometry (ωB97M-V/def2-TZVPD, the OMol25 dataset).

CARTESIAN COORDINATES (ANGSTROEM)
C  3.052  -0.292  0.932
C  2.365  0.589  0.011
N  0.888  0.590  0.430
H  2.786  1.288  0.714
H  3.279  -1.353  0.622
H  3.772  0.146  1.506
H  2.262  0.598  -1.050
H  -4.534  0.279  -1.976
H  1.176  -0.003  1.236
H  0.323  -0.162  -0.088
H  -2.241  -0.042  -0.020
H  -1.446  0.988  0.833
O  -2.292  0.781  0.409
H  -1.979  -2.189  -0.864
H  -5.234  0.063  -1.778
O  -2.177  -1.281  -0.918

**2S+1**: 2
**Charge**: +1
**Highest occupied orbital energy (alpha / beta)**: -14.4 / -14.3 eV
**⟨S²⟩**: 1.085

***

3.
# C28H84O23

A cluster of 14 separate species, C28H84O23 in total at a distorted geometry (ωB97M-V/def2-TZVPD, the OMol25 dataset).

CARTESIAN COORDINATES (ANGSTROEM)
C  -6.414  3.067  -2.581
C  -7.825  2.689  -3.116
O  -8.345  3.747  -3.820
H  -6.494  4.060  -2.139
H  -5.627  3.056  -3.334
H  -6.212  2.560  -1.637
H  -8.438  2.446  -2.248
H  -7.798  1.775  -3.710
H  -8.713  3.573  -4.689
C  5.583  0.701  -5.586
C  5.387  -0.696  -6.180
O  4.160  -1.295  -5.748
H  6.519  1.148  -5.921
H  5.577  0.775  -4.498
H  4.660  1.265  -5.722
H  6.168  -1.444  -6.053
H  5.208  -0.592  -7.250
H  4.358  -1.863  -5.000
C  0.328  -4.632  7.165
C  0.578  -5.637  8.305
O  0.217  -6.867  7.885
H  0.493  -3.662  7.634
H  -0.703  -4.757  6.834
H  1.029  -4.676  6.331
H  0.058  -5.319  9.209
H  1.621  -5.656  8.622
H  -0.631  -6.701  7.468
C  -3.378  -7.485  -3.241
C  -3.170  -6.121  -4.147
O  -4.298  -5.671  -4.918
H  -4.142  -8.162  -3.625
H  -3.822  -7.208  -2.284
H  -2.396  -7.947  -3.145
H  -2.520  -6.368  -4.986
H  -2.691  -5.302  -3.611
H  -4.949  -5.314  -4.310
C  1.339  8.049  -5.378
C  0.760  6.730  -5.763
O  -0.092  6.207  -4.754
H  0.539  8.656  -4.953
H  1.741  8.632  -6.206
H  2.148  7.859  -4.673
H  1.583  6.061  -6.014
H  0.095  6.966  -6.594
H  -0.917  6.694  -4.807
C  -1.657  -0.522  -8.141
C  -3.185  -0.164  -8.273
O  -3.428  1.173  -8.562
O  -1.063  0.259  -7.098
H  -1.113  -0.371  -9.073
H  -1.640  -1.606  -8.031
H  -3.681  -0.488  -7.358
H  -3.635  -0.866  -8.976
H  -3.066  1.667  -7.823
H  -0.215  -0.138  -6.886
C  -7.256  -0.243  5.298
C  -5.911  -0.801  5.786
O  -5.859  -1.092  7.200
O  -7.330  0.317  4.010
H  -7.539  0.532  6.011
H  -7.857  -1.147  5.391
H  -5.280  0.068  5.601
H  -5.523  -1.653  5.226
H  -5.684  -2.034  7.253
H  -7.358  1.274  4.076
C  3.981  -8.749  -2.073
C  3.436  -7.986  -3.280
O  3.730  -6.714  -2.812
O  3.020  -8.587  -1.058
H  4.934  -8.325  -1.756
H  4.057  -9.812  -2.303
H  2.362  -8.131  -3.401
H  3.893  -8.326  -4.209
H  3.191  -6.637  -2.021
H  3.192  -9.023  -0.220
C  0.884  3.188  7.502
C  0.181  4.546  7.339
O  -0.917  4.741  8.239
O  1.637  3.227  8.719
H  1.462  2.998  6.598
H  0.142  2.391  7.474
H  -0.233  4.577  6.331
H  0.789  5.425  7.553
H  -0.719  4.304  9.070
H  1.058  3.055  9.465
C  -1.126  9.923  0.922
C  -1.569  8.455  0.932
O  -3.014  8.224  0.919
O  -1.344  10.584  2.201
H  -1.506  10.401  0.019
H  -0.053  9.944  0.734
H  -1.003  7.986  1.737
H  -1.260  8.042  -0.028
H  -3.455  9.054  1.114
H  -0.496  10.977  2.420
C  8.188  -1.542  1.743
C  6.756  -1.057  1.584
O  6.756  0.349  1.145
O  8.837  -1.159  0.502
H  8.302  -2.614  1.902
H  8.589  -0.967  2.578
H  6.185  -1.129  2.509
H  6.296  -1.652  0.795
H  7.542  0.446  0.603
H  9.677  -0.772  0.758
C  -0.205  0.103  -0.458
C  -0.400  1.241  0.508
O  -1.056  0.627  1.600
O  0.513  -0.915  0.185
H  0.301  0.380  -1.383
H  -1.170  -0.366  -0.650
H  -0.897  2.082  0.026
H  0.549  1.676  0.820
H  -1.994  0.717  1.413
H  0.090  -1.209  0.996
C  6.905  6.129  -0.126
C  5.346  5.873  -0.218
O  4.897  5.643  1.092
O  7.842  5.214  -0.642
H  7.177  6.504  0.860
H  7.079  7.069  -0.650
H  5.066  5.194  -1.023
H  4.937  6.822  -0.565
H  5.007  4.717  1.321
H  8.115  5.552  -1.498
C  -3.974  -8.236  3.902
C  -2.656  -8.153  3.011
O  -2.376  -6.738  2.610
O  -3.823  -8.208  5.323
H  -4.509  -9.152  3.649
H  -4.742  -7.527  3.592
H  -2.616  -8.596  2.016
H  -1.900  -8.609  3.650
H  -1.532  -6.701  2.154
H  -4.652  -8.294  5.800

**Charge**: 0
**Highest occupied orbital energy**: -9.8 eV

***

4.
# C43H43N9O2STi

A structure of composition C43H43N9O2STi at a distorted geometry (ωB97M-V/def2-TZVPD, the OMol25 dataset).

CARTESIAN COORDINATES (ANGSTROEM)
Ti  -0.709  0.032  0.345
C  -6.499  0.142  3.987
C  -5.513  0.196  2.854
C  -5.909  -0.054  1.540
C  -4.989  -0.081  0.512
C  -3.617  0.139  0.734
N  -2.641  -0.002  -0.197
C  -2.807  -0.723  -1.348
C  -3.600  -1.873  -1.484
C  -3.658  -2.595  -2.662
C  -2.941  -2.191  -3.782
C  -2.960  -2.969  -5.065
C  -2.169  -1.045  -3.688
C  -2.091  -0.308  -2.510
N  -1.360  0.884  -2.498
C  -1.290  1.761  -3.533
C  -0.562  2.847  -3.098
C  -0.227  2.544  -1.780
N  -0.717  1.361  -1.426
C  -3.264  0.596  2.044
C  -4.197  0.562  3.077
N  -2.000  1.160  2.250
C  -1.421  1.473  3.442
C  -0.417  2.391  3.184
C  -0.440  2.582  1.811
N  -1.402  1.841  1.237
H  -7.267  -0.606  3.795
H  -6.994  1.107  4.119
H  -5.994  -0.109  4.918
H  -6.953  -0.239  1.325
H  -5.330  -0.275  -0.494
H  -4.157  -2.235  -0.632
H  -4.276  -3.481  -2.704
H  -3.659  -3.800  -5.009
H  -1.972  -3.375  -5.280
H  -3.240  -2.323  -5.896
H  -1.601  -0.729  -4.554
H  -1.777  1.577  -4.470
H  -0.312  3.732  -3.652
H  0.330  3.148  -1.090
H  -3.900  0.850  4.077
H  -1.684  0.979  4.356
H  0.240  2.846  3.900
H  0.172  3.237  1.216
C  4.986  4.740  0.419
C  4.582  3.420  -0.256
C  5.822  2.742  -0.860
C  3.613  3.756  -1.392
C  3.988  2.468  0.778
C  4.766  2.170  1.902
C  4.322  1.291  2.881
C  3.085  0.709  2.732
S  2.306  -0.440  3.794
C  0.967  -0.554  2.622
N  1.123  0.239  1.536
C  2.275  0.956  1.597
C  2.753  1.860  0.630
C  -0.115  -1.440  2.789
C  -0.247  -2.306  3.893
C  -1.322  -3.162  3.971
C  -2.248  -3.212  2.939
C  -2.106  -2.358  1.845
C  -1.080  -1.434  1.738
H  5.422  5.422  -0.309
H  5.714  4.584  1.209
H  4.114  5.220  0.860
H  6.274  3.371  -1.627
H  5.532  1.794  -1.309
H  6.569  2.545  -0.094
H  4.106  4.409  -2.113
H  2.737  4.276  -1.010
H  3.291  2.858  -1.911
H  5.746  2.607  2.019
H  4.942  1.060  3.735
H  2.144  2.007  -0.247
H  0.506  -2.298  4.672
H  -1.438  -3.814  4.828
H  -3.071  -3.915  2.979
H  -2.838  -2.431  1.049
O  -0.042  -1.154  -0.837
N  0.339  -2.319  -1.336
C  0.568  -3.410  -0.517
C  1.162  -4.531  -1.008
C  1.574  -4.612  -2.350
C  1.351  -3.482  -3.159
C  0.746  -2.375  -2.654
H  0.249  -3.295  0.510
H  1.318  -5.372  -0.347
H  2.047  -5.495  -2.746
H  1.656  -3.479  -4.197
H  0.574  -1.470  -3.213
N  4.219  -0.436  -2.344
C  3.003  -0.324  -1.685
N  2.898  -1.096  -0.574
O  2.126  0.405  -2.094
H  4.721  -1.302  -2.245
H  4.218  -0.053  -3.277
H  3.727  -1.420  -0.107
H  2.097  -0.884  0.019

**2S+1**: 4
**Charge**: -1
**Highest occupied orbital energy (alpha / beta)**: -1.8 / -4.1 eV
**⟨S²⟩**: 3.795

***

5.
# C44H49GaGe2N3O3S

A structure of composition C44H49GaGe2N3O3S (ωB97M-V/def2-TZVPD, the OMol25 dataset).

CARTESIAN COORDINATES (ANGSTROEM)
Ga  -0.502  0.021  0.064
C  2.940  -2.346  2.777
C  1.690  -1.776  2.110
Ge  2.046  -0.088  1.118
C  2.066  1.429  2.392
C  3.397  1.539  3.136
C  3.898  -0.289  0.535
C  4.186  -0.066  -0.748
Ge  2.536  0.347  -1.700
C  2.595  2.248  -2.184
C  2.886  2.523  -3.661
C  1.888  -1.214  -2.671
C  2.392  -1.299  -4.114
C  5.529  -0.031  -1.364
C  6.693  -0.138  -0.599
C  7.939  -0.092  -1.198
C  8.051  0.068  -2.574
C  6.907  0.183  -3.347
C  5.661  0.135  -2.740
H  2.698  -3.272  3.302
H  3.360  -1.659  3.512
H  3.719  -2.577  2.051
H  0.917  -1.575  2.851
H  1.273  -2.506  1.413
H  1.246  1.276  3.097
H  1.861  2.361  1.867
H  3.636  0.630  3.688
H  3.364  2.358  3.857
H  4.221  1.737  2.450
H  4.664  -0.516  1.274
H  3.395  2.634  -1.548
H  1.661  2.717  -1.885
H  3.885  2.192  -3.943
H  2.840  3.597  -3.847
H  2.158  2.043  -4.311
H  0.805  -1.200  -2.640
H  2.240  -2.056  -2.070
H  2.053  -0.446  -4.703
H  2.005  -2.202  -4.589
H  3.479  -1.350  -4.172
H  6.625  -0.254  0.474
H  8.829  -0.178  -0.590
H  9.027  0.107  -3.039
H  6.982  0.310  -4.418
H  4.773  0.226  -3.358
C  -0.700  5.778  0.922
C  0.096  4.913  0.184
C  -0.010  3.546  0.381
C  -0.899  3.051  1.324
C  -1.704  3.910  2.063
C  -1.598  5.275  1.856
N  -0.966  1.634  1.483
N  -1.504  1.227  2.521
C  -1.653  -0.183  2.606
C  -2.203  -0.667  3.786
C  -2.394  -2.032  3.923
C  -2.036  -2.881  2.883
C  -1.480  -2.375  1.711
C  -1.284  -1.014  1.550
H  -0.623  6.846  0.768
H  0.799  5.302  -0.540
H  0.604  2.853  -0.178
H  -2.403  3.503  2.778
H  -2.223  5.950  2.424
H  -2.472  0.027  4.571
H  -2.820  -2.434  4.832
H  -2.184  -3.949  2.987
H  -1.173  -3.072  0.938
O  0.179  1.199  -3.243
C  -0.858  1.501  -2.688
C  -2.005  2.263  -3.329
C  -3.128  2.201  -2.296
C  -2.515  1.409  -1.166
O  -3.086  0.940  -0.200
N  -1.166  1.208  -1.383
H  -2.254  1.796  -4.279
H  -1.667  3.278  -3.541
H  -4.029  1.699  -2.646
H  -3.421  3.179  -1.914
O  -0.965  -1.551  -1.346
S  -2.394  -2.091  -1.382
C  -2.201  -3.856  -1.494
C  -1.056  -4.398  -2.058
C  -0.941  -5.776  -2.127
C  -1.960  -6.587  -1.641
C  -3.095  -6.027  -1.072
C  -3.218  -4.647  -0.987
C  -2.961  -1.761  -3.041
C  -2.051  -1.525  -4.058
C  -2.531  -1.308  -5.342
C  -3.897  -1.326  -5.590
C  -4.796  -1.553  -4.555
C  -4.330  -1.769  -3.268
H  -0.270  -3.748  -2.422
H  -0.056  -6.221  -2.563
H  -1.863  -7.662  -1.698
H  -3.880  -6.662  -0.685
H  -4.088  -4.196  -0.527
H  -0.992  -1.500  -3.847
H  -1.834  -1.123  -6.148
H  -4.264  -1.158  -6.593
H  -5.860  -1.555  -4.750
H  -5.022  -1.931  -2.450

**Charge**: +1
**Highest occupied orbital energy**: -10.7 eV

***

6.
# C3H7N3O3Si

The molecule C3H7N3O3Si at a distorted geometry (ωB97M-V/def2-TZVPD, the OMol25 dataset).

CARTESIAN COORDINATES (ANGSTROEM)
C  3.756  -0.101  0.003
C  -0.695  1.119  0.233
C  -2.531  0.331  -1.073
N  2.778  -0.139  0.754
N  -2.052  0.776  0.087
N  -1.622  -1.872  -0.970
O  1.558  -0.868  0.287
O  -2.683  0.551  1.143
O  -0.518  -1.782  -0.240
Si  0.107  -0.669  0.843
H  4.678  0.548  0.295
H  3.750  -0.508  -1.034
H  -0.241  1.436  -0.738
H  -0.395  1.689  1.155
H  -2.267  0.586  -2.046
H  -3.492  -0.083  -0.909
H  -0.129  -1.012  2.210

**Charge**: 0
**Highest occupied orbital energy (alpha / beta)**: -8.7 / -7.7 eV

***

7.
# C26H32N4O5S

The molecule C26H32N4O5S at a distorted geometry (ωB97M-V/def2-TZVPD, the OMol25 dataset).

CARTESIAN COORDINATES (ANGSTROEM)
C  -7.999  -0.813  0.491
C  -6.505  -0.816  0.212
O  -6.195  0.431  -0.397
C  -4.943  0.740  -0.800
C  -4.817  1.988  -1.410
C  -3.602  2.462  -1.881
C  -2.466  1.695  -1.761
C  -2.553  0.437  -1.157
C  -1.410  -0.400  -1.011
C  -1.498  -1.620  -0.416
C  -0.318  -2.451  -0.272
C  -0.168  -3.586  0.475
S  1.453  -4.162  0.395
C  1.821  -2.799  -0.669
N  3.096  -2.599  -1.128
C  3.525  -1.688  -2.075
O  4.680  -1.327  -2.064
C  2.524  -1.288  -3.128
C  2.725  0.159  -3.585
C  2.294  1.113  -2.479
O  1.138  1.460  -2.329
N  3.302  1.523  -1.686
C  3.150  2.535  -0.666
C  3.701  2.122  0.709
N  2.650  1.634  1.574
C  2.804  1.969  2.975
C  1.479  1.768  3.707
C  0.994  0.334  3.533
C  0.905  0.021  2.044
C  2.244  0.258  1.335
C  3.289  -0.800  1.735
N  0.819  -2.040  -0.907
C  -2.781  -2.089  0.101
O  -2.976  -3.142  0.665
O  -3.849  -1.268  -0.070
C  -3.782  -0.044  -0.671
H  -8.254  0.010  1.153
H  -8.552  -0.693  -0.437
H  -8.286  -1.750  0.959
H  -5.944  -0.933  1.145
H  -6.245  -1.641  -0.460
H  -5.714  2.580  -1.502
H  -3.558  3.435  -2.344
H  -1.504  2.029  -2.117
H  -0.463  -0.036  -1.380
H  -0.907  -4.093  1.058
H  3.837  -2.993  -0.560
H  2.689  -1.962  -3.975
H  1.509  -1.423  -2.763
H  3.769  0.322  -3.853
H  2.093  0.347  -4.454
H  4.227  1.148  -1.837
H  2.082  2.742  -0.579
H  3.662  3.444  -1.003
H  4.131  3.010  1.179
H  4.520  1.399  0.568
H  3.089  3.023  3.039
H  3.595  1.383  3.475
H  1.606  2.008  4.764
H  0.740  2.449  3.283
H  1.686  -0.355  4.022
H  0.015  0.207  3.998
H  0.585  -1.011  1.891
H  0.160  0.675  1.587
H  2.066  0.163  0.258
H  3.639  -0.648  2.752
H  4.148  -0.765  1.068
H  2.847  -1.791  1.678

**Structure (SMILES)**: CCOc1cccc2cc(-c3csc(NC(=O)CCC(=O)NCCN4CCCC[C@@H]4C)n3)c(=O)oc12
**Charge**: 0
**Highest occupied orbital energy**: -8.1 eV

***

Total energy for every record listed, in sequence, given in Eh: -327.0690; -287.3793; -2847.2825; -3555.3748; -8572.6403; -797.7120; -2003.4320.
Energy relative to the best compared isomer or geometry (same formula, charge and spin) for every record listed, in sequence, given in kJ/mol: 163.7; 841.3; 600.5; 139.3; 2.5; 250.0; 3.9.